The following is a DFT calculation (ωB97M-V/def2-TZVPD) of a molecular structure, C30H39N3O3OsPS2Se in a non-equilibrium geometry.

Element x y z (Å)
Os -0.100 0.375 -0.222
C -0.872 -2.819 0.061
C 0.195 -1.819 -0.335
C 0.272 -1.408 -1.708
C -0.837 -1.816 -2.644
C 1.440 -0.777 -2.209
C 1.577 -0.572 -3.690
C 2.458 -0.390 -1.311
C 3.648 0.385 -1.799
C 2.394 -0.764 0.057
C 3.570 -0.482 0.949
C 1.257 -1.444 0.556
C 1.199 -1.857 2.004
H -1.866 -2.379 0.160
H -0.624 -3.312 0.995
H -0.933 -3.593 -0.703
H -0.913 -1.147 -3.496
H -1.802 -1.843 -2.142
H -0.643 -2.820 -3.030
H 2.599 -0.354 -3.979
H 0.943 0.238 -4.056
H 1.270 -1.475 -4.218
H 3.409 0.996 -2.665
H 4.452 -0.296 -2.093
H 4.047 1.034 -1.024
H 3.595 0.559 1.277
H 4.497 -0.667 0.410
H 3.574 -1.111 1.831
H 1.772 -2.774 2.155
H 0.181 -2.055 2.330
H 1.621 -1.093 2.652
C 0.126 3.294 -2.594
P -0.656 3.595 -1.020
C -2.342 4.106 -1.266
C 0.235 4.871 -0.161
O -0.654 2.293 -0.155
H 0.181 4.220 -3.165
H -0.448 2.565 -3.168
H 1.142 2.927 -2.431
H -2.829 4.181 -0.292
H -2.877 3.378 -1.878
H -2.374 5.079 -1.755
H 0.215 5.786 -0.755
H 1.273 4.572 -0.010
H -0.232 5.066 0.803
C -2.578 -2.126 6.426
N -3.542 -1.698 5.419
C -3.390 -0.783 4.463
Se -1.823 0.292 4.257
N -4.517 -0.697 3.741
C -5.451 -1.590 4.256
C -6.760 -1.871 3.879
C -7.415 -2.808 4.650
C -6.794 -3.440 5.747
C -5.495 -3.164 6.111
C -4.834 -2.220 5.330
H -1.633 -1.609 6.276
H -2.422 -3.199 6.332
H -2.968 -1.893 7.414
H -4.740 -0.018 3.017
H -7.233 -1.380 3.041
H -8.436 -3.066 4.410
H -7.360 -4.160 6.321
H -5.025 -3.657 6.950
O -5.566 2.098 -0.556
S -5.176 1.788 0.771
O -6.058 1.157 1.710
N -3.824 0.739 0.792
C -2.940 1.246 1.547
S -1.654 0.116 2.056
C -3.102 2.645 2.005
C -2.227 3.490 2.668
C -2.640 4.796 2.912
C -3.890 5.245 2.493
C -4.763 4.403 1.804
C -4.336 3.114 1.576
H -1.247 3.153 2.978
H -1.985 5.475 3.439
H -4.188 6.262 2.700
H -5.727 4.751 1.461

The highest occupied orbital energy (alpha / beta) is -13.97 / -16.04 eV. As for the spin multiplicity: 5. The largest force on an atom comes out at 6.3 eV Å⁻¹. The net charge is +3. The gap between HOMO and LUMO (alpha / beta) comes out at 4.0 / 4.2 eV. For the LUMO energy (alpha / beta), the calculation gives -9.936 / -11.809 eV.

Electronic structure analysis, Mulliken charges in units of e:
1. Os 0.57
2. C -1.86
3. C 0.93
4. C 1.03
5. C -2.21
6. C 0.47
7. C -2.04
8. C 1.70
9. C -2.56
10. C 0.54
11. C -2.12
12. C 1.06
13. C -2.60
14. H 0.32
15. H 0.47
16. H 0.47
17. H 0.53
18. H 0.40
19. H 0.49
20. H 0.51
21. H 0.33
22. H 0.47
23. H 0.54
24. H 0.47
25. H 0.52
26. H 0.39
27. H 0.47
28. H 0.49
29. H 0.47
30. H 0.39
31. H 0.59
32. C -1.17
33. P 0.97
34. C -0.87
35. C -1.19
36. O -0.16
37. H 0.49
38. H 0.32
39. H 0.25
40. H 0.05
41. H 0.37
42. H 0.50
43. H 0.44
44. H 0.37
45. H 0.27
46. C -0.96
47. N 0.29
48. C 0.24
49. Se 0.01
50. N 0.32
51. C 0.34
52. C -0.65
53. C -0.61
54. C -0.63
55. C -0.67
56. C 0.35
57. H 0.33
58. H 0.36
59. H 0.38
60. H 0.08
61. H 0.54
62. H 0.44
63. H 0.42
64. H 0.48
65. O -0.61
66. S 1.09
67. O -0.63
68. N -0.70
69. C -0.05
70. S -0.21
71. C 1.69
72. C -0.88
73. C -0.74
74. C -0.74
75. C -0.52
76. C 0.16
77. H 0.55
78. H 0.56
79. H 0.49
80. H 0.55

The following is a DFT calculation (ωB97M-V/def2-TZVPD) of a single C30H39N5O3S molecule.

Element x y z (Å)
O -3.528 -1.979 -2.885
C -3.846 -1.988 -1.714
C -5.262 -1.706 -1.246
C -5.495 -0.190 -1.223
C -4.726 0.494 -0.096
C -4.822 2.015 -0.187
C -4.188 2.712 1.018
N -2.803 2.310 1.229
C -2.495 1.467 2.260
S -3.606 0.786 3.277
N -1.188 1.171 2.459
C -0.165 1.595 1.644
C 1.161 1.237 1.859
C 2.140 1.631 0.974
C 1.846 2.416 -0.158
N 2.819 2.852 -1.030
C 4.216 2.514 -0.842
C 4.547 1.197 -1.556
O 4.255 1.297 -2.932
C 2.903 1.637 -3.145
C 2.541 2.959 -2.452
C 0.515 2.812 -0.327
C -0.480 2.405 0.549
C -1.866 2.837 0.340
O -2.211 3.600 -0.536
N -2.954 -2.212 -0.720
C -1.539 -2.381 -0.969
C -0.724 -1.251 -0.334
C 0.770 -1.473 -0.611
N 1.262 -2.765 -0.179
C 1.483 -2.867 1.251
C 2.692 -2.077 1.683
C 3.751 -1.867 0.810
C 4.869 -1.161 1.219
C 4.943 -0.658 2.507
C 3.898 -0.875 3.389
C 2.780 -1.580 2.978
C 0.474 -3.837 -0.751
C -1.027 -3.726 -0.454
H -5.445 -2.132 -0.258
H -5.946 -2.161 -1.963
H -5.181 0.223 -2.185
H -6.562 0.009 -1.104
H -3.674 0.204 -0.152
H -5.118 0.161 0.867
H -4.331 2.359 -1.099
H -5.869 2.319 -0.230
H -4.191 3.793 0.853
H -4.740 2.476 1.928
H -0.984 0.579 3.254
H 1.424 0.626 2.708
H 3.145 1.295 1.169
H 4.468 2.466 0.215
H 4.805 3.317 -1.299
H 5.612 0.971 -1.489
H 3.967 0.376 -1.106
H 2.777 1.717 -4.225
H 2.249 0.839 -2.758
H 1.495 3.190 -2.635
H 3.159 3.765 -2.860
H 0.211 3.460 -1.133
H -3.262 -2.201 0.240
H -1.429 -2.342 -2.059
H -1.030 -0.287 -0.744
H -0.906 -1.233 0.744
H 1.359 -0.695 -0.120
H 0.938 -1.405 -1.691
H 0.614 -2.551 1.852
H 1.669 -3.922 1.482
H 3.685 -2.266 -0.190
H 5.688 -1.007 0.532
H 5.815 -0.106 2.826
H 3.954 -0.493 4.398
H 1.971 -1.758 3.674
H 0.864 -4.790 -0.388
H 0.621 -3.803 -1.836
H -1.563 -4.541 -0.943
H -1.201 -3.801 0.623

The highest occupied orbital energy is -7.60 eV. The largest force on an atom comes out at 0.8 eV Å⁻¹. The gap between HOMO and LUMO comes out at 7.7 eV. For the LUMO energy, the calculation gives 0.106 eV.

Electronic structure analysis, Mulliken charges in units of e:
1. O -0.68
2. C 0.53
3. C -0.77
4. C -0.86
5. C 0.68
6. C -0.67
7. C -1.53
8. N 0.03
9. C 0.15
10. S -0.37
11. N 0.05
12. C 0.06
13. C -1.41
14. C -0.13
15. C 1.47
16. N -0.12
17. C -1.01
18. C -0.03
19. O -0.49
20. C -0.14
21. C -0.77
22. C -0.95
23. C 0.13
24. C 0.53
25. O -0.67
26. N -0.04
27. C -0.69
28. C 0.31
29. C -0.42
30. N 0.22
31. C -0.79
32. C 0.52
33. C -0.31
34. C -0.39
35. C -0.66
36. C -0.49
37. C -0.62
38. C -1.04
39. C -0.76
40. H 0.28
41. H 0.41
42. H 0.44
43. H 0.41
44. H -0.53
45. H 0.23
46. H 0.39
47. H 0.41
48. H 0.33
49. H 0.62
50. H 0.37
51. H 0.49
52. H -0.01
53. H 0.54
54. H 0.38
55. H 0.37
56. H 0.01
57. H 0.42
58. H -0.02
59. H 0.36
60. H 0.31
61. H 0.66
62. H 0.37
63. H 0.28
64. H 0.18
65. H 0.09
66. H -0.76
67. H 0.61
68. H 0.19
69. H 0.52
70. H 0.37
71. H 0.47
72. H 0.41
73. H 0.40
74. H 0.46
75. H 0.52
76. H 0.44
77. H 0.37
78. H 0.32

The following is a DFT calculation (ωB97M-V/def2-TZVPD) of a molecular structure, C30H40BClCsF5LiN2O26P2SV in a non-equilibrium geometry.

Element x y z (Å)
N 4.597 3.277 0.951
P 3.149 3.045 0.312
C 3.211 2.377 -1.424
C 2.292 2.985 -2.504
C 1.247 4.149 -2.261
O 1.071 4.998 -3.246
O 0.456 4.343 -1.095
C 2.436 2.383 -3.952
C 3.402 1.327 -4.139
N 4.196 0.835 -3.090
C 4.156 1.305 -1.747
C 5.184 0.639 -0.765
C 4.602 0.104 0.595
C 3.410 -0.937 0.475
C 3.723 -2.215 1.395
S 2.304 -2.625 2.506
O 1.050 -2.559 1.762
O 2.541 -3.932 3.127
O 2.406 -1.516 3.732
H 5.315 3.041 0.250
H 2.509 2.021 1.114
H 2.474 4.317 0.392
H 0.495 5.317 -0.929
H 1.822 2.787 -4.836
H 3.546 0.902 -5.163
H 4.867 0.102 -3.339
H 6.003 1.391 -0.579
H 5.660 -0.240 -1.306
H 4.292 0.905 1.318
H 5.452 -0.455 1.099
H 3.132 -1.200 -0.580
H 2.500 -0.452 0.954
H 4.009 -3.128 0.789
H 4.591 -2.037 2.092
H 2.173 -0.627 3.342
C 6.809 -1.424 -9.329
C 6.058 -2.421 -8.470
O 6.571 -2.425 -7.127
C 6.125 -1.452 -6.326
O 5.350 -0.597 -6.655
C 6.714 -1.608 -4.924
F 8.031 -1.864 -4.943
F 6.137 -2.622 -4.253
F 6.548 -0.503 -4.174
H 7.883 -1.621 -9.294
H 6.473 -1.480 -10.366
H 6.660 -0.404 -8.972
H 6.204 -3.428 -8.862
H 4.983 -2.226 -8.472
O 7.253 3.419 0.299
C 7.392 4.110 1.430
C 8.965 4.237 1.824
O 9.098 4.906 2.936
H 6.900 3.699 2.326
H 7.017 5.142 1.426
H 9.455 4.660 0.920
H 9.333 3.192 1.816
Cs -0.276 4.716 -4.785
C -4.537 -1.463 1.680
O -4.473 -0.644 0.508
P -2.982 -0.727 -0.315
O -2.333 0.283 0.614
O -3.577 0.026 -1.632
C -4.929 0.455 -1.719
O -1.535 -0.962 -1.176
C -0.707 -1.982 -0.632
H -5.525 -1.362 2.122
H -4.376 -2.508 1.410
H -3.784 -1.149 2.406
H -5.134 1.234 -0.983
H -5.612 -0.385 -1.589
H -5.093 0.871 -2.714
H -1.224 -2.945 -0.648
H -0.436 -1.730 0.394
H 0.200 -2.058 -1.231
O 2.481 1.469 2.878
V 2.109 2.501 4.237
O 1.732 3.510 5.578
Cl 8.751 1.974 -0.060
Li 2.813 5.034 2.306
B -2.156 10.600 -0.962
O -2.833 9.642 -1.868
C -2.194 8.490 -1.778
O -2.483 7.489 -2.386
C -1.065 8.621 -0.816
O -0.284 7.745 -0.510
O -1.038 9.850 -0.337
F -3.056 11.053 0.031
F -1.652 11.698 -1.702
C -6.926 -3.991 4.068
C -8.108 -4.892 3.860
O -8.795 -4.263 2.773
C -7.886 -3.524 2.093
O -8.092 -3.005 1.036
O -6.705 -3.447 2.766
H -6.047 -4.531 4.418
H -7.139 -3.173 4.761
H -7.818 -5.901 3.558
H -8.747 -4.957 4.745
C -11.639 -8.529 5.488
C -12.834 -8.143 6.086
C -12.772 -6.775 6.760
O -13.733 -6.228 7.276
C -11.480 -6.081 6.794
C -10.287 -6.474 6.209
C -10.375 -7.791 5.444
O -9.450 -8.266 4.801
O -9.194 -5.881 6.241
O -13.897 -8.773 6.117
H -11.593 -9.483 4.976
H -11.509 -5.151 7.351

The highest occupied orbital energy is -2.58 eV. The largest force on an atom comes out at 9.7 eV Å⁻¹. The net charge is -2. The gap between HOMO and LUMO comes out at 0.7 eV. For the LUMO energy, the calculation gives -1.836 eV.

Atom charges from the Mulliken analysis, given in e for atoms 1 to 99:
1. N -0.29
2. P 0.48
3. C 0.30
4. C 1.53
5. C -0.09
6. O -0.94
7. O -0.34
8. C -0.89
9. C -0.39
10. N 0.35
11. C 0.24
12. C -0.69
13. C -0.52
14. C 0.20
15. C -0.82
16. S 1.01
17. O -0.57
18. O -0.67
19. O -0.41
20. H 0.03
21. H 0.36
22. H -0.42
23. H 0.41
24. H -0.37
25. H 0.31
26. H 0.01
27. H -0.18
28. H 0.28
29. H 0.04
30. H 0.59
31. H 0.32
32. H -0.01
33. H 0.31
34. H 0.43
35. H 0.38
36. C -1.09
37. C -0.22
38. O -0.32
39. C 0.29
40. O -0.51
41. C 1.04
42. F -0.26
43. F -0.28
44. F -0.30
45. H 0.31
46. H 0.37
47. H 0.32
48. H 0.32
49. H 0.32
50. O -0.50
51. C -0.02
52. C -0.41
53. O -0.73
54. H 0.24
55. H 0.27
56. H 0.25
57. H 0.24
58. Cs 0.93
59. C -0.63
60. O -0.35
61. P 1.07
62. O -0.64
63. O -0.26
64. C -0.60
65. O -0.33
66. C -0.79
67. H 0.16
68. H 0.31
69. H 0.35
70. H 0.27
71. H 0.29
72. H 0.23
73. H 0.34
74. H 0.46
75. H 0.22
76. O -1.05
77. V 1.20
78. O -0.92
79. Cl -0.42
80. Li 0.81
81. B 0.56
82. O -0.41
83. C 0.67
84. O -0.66
85. C 0.59
86. O -0.63
87. O -0.41
88. F -0.36
89. F -0.36
90. C -0.35
91. C -0.01
92. O -0.35
93. C 0.65
94. O -0.56
95. O -0.23
96. H 0.31
97. H 0.27
98. H 0.22
99. H 0.05

What is the formula in the second record?
C30H39N5O3S